Record 1
# C5H7NO

A single C5H7NO molecule (ωB97M-V with the def2-TZVPD basis set, the OMol25 dataset).

Positions of all 14 atoms, in Å:
C  -1.80041  0.15559  0.54180
N  -0.41936  -0.17142  0.28405
C  0.11769  -1.39691  -0.10856
C  1.38241  -1.19387  -0.56175
C  1.63788  0.22225  -0.55178
C  0.52420  0.76572  0.04810
O  0.30253  2.06451  0.35256
H  -2.21976  0.78172  -0.25965
H  -1.85875  0.70214  1.48392
H  -2.36648  -0.77553  0.59262
H  -0.46910  -2.30137  -0.04060
H  2.10254  -1.97364  -0.77894
H  1.77564  0.75909  -1.48794
H  1.19913  2.41128  0.48186

DFT total energy (eV): -8834.4639
LUMO energy (eV): 0.80
SMILES: Cn1cccc1O
Largest force on an atom (eV Å⁻¹): 1.67
Kohn-Sham gap (Ha): 0.3177

Record 2
# C5H7NO

A single C5H7NO molecule (ωB97M-V with the def2-TZVPD basis set, the OMol25 dataset).

Positions of all 14 atoms, in Å:
C  -1.05009  -1.07474  0.43612
C  -0.57770  0.33756  0.07959
C  -1.52808  0.96826  -0.84756
N  -2.27924  1.44525  -1.58602
C  0.82044  0.34223  -0.54289
C  1.92137  0.09550  0.42158
O  1.80810  0.26403  1.60765
H  -2.05310  -1.04710  0.87003
H  -0.36188  -1.51194  1.16435
H  -1.08153  -1.70853  -0.45646
H  -0.55242  0.94408  0.99141
H  0.88570  -0.34859  -1.39363
H  1.11559  1.40174  -0.78656
H  2.92519  -0.15566  0.05484

DFT total energy (eV): -8835.3492
LUMO energy (eV): 0.68
SMILES: C[C@H](C#N)CC=O
Largest force on an atom (eV Å⁻¹): 1.19
Kohn-Sham gap (Ha): 0.4070

Record 3
# C5H7NO

A single C5H7NO molecule (ωB97M-V with the def2-TZVPD basis set, the OMol25 dataset).

Positions of all 14 atoms, in Å:
C  -1.74445  -0.77503  0.04924
N  -0.36331  -0.32649  -0.19094
C  0.65209  -1.20706  -0.10254
C  1.83935  -0.46363  -0.01608
C  1.48414  0.96661  -0.04636
C  0.15805  0.93890  -0.08376
O  -0.79440  1.92750  -0.03108
H  -2.19358  -0.19732  0.84010
H  -1.93646  -1.80950  0.17002
H  -2.31378  -0.63098  -0.84504
H  0.70163  -2.30879  -0.02741
H  2.83024  -0.80117  0.28949
H  2.00207  1.87675  0.05469
H  -0.32158  2.81018  -0.06034

DFT total energy (eV): -8834.7567
LUMO energy (eV): 0.77
SMILES: Cn1cccc1O
Largest force on an atom (eV Å⁻¹): 4.43
Kohn-Sham gap (Ha): 0.3103

Record 4
# C5H7NO

A single C5H7NO molecule (ωB97M-V with the def2-TZVPD basis set, the OMol25 dataset).

Positions of all 14 atoms, in Å:
C  0.63448  -0.17963  1.65406
C  -0.16825  -0.55335  0.40767
C  -1.25837  0.41661  0.00613
C  -1.01268  0.88973  -1.22456
N  0.17415  0.29761  -1.73050
C  0.72969  -0.53306  -0.81729
O  1.79621  -1.06597  -1.06827
H  0.00468  -0.20902  2.54742
H  1.04908  0.82961  1.55441
H  1.46538  -0.88081  1.77807
H  -0.56278  -1.57278  0.51100
H  -2.10617  0.66347  0.64001
H  -1.61860  1.59218  -1.78809
H  0.87318  0.30540  -2.47005

DFT total energy (eV): -8835.7009
LUMO energy (eV): 0.97
SMILES: C[C@H]1C=CNC1=O
Largest force on an atom (eV Å⁻¹): 1.85
Kohn-Sham gap (Ha): 0.3557

Record 5
# C5H7NO

A 2-piece molecular cluster, C5H7NO overall (ωB97M-V with the def2-TZVPD basis set, the OMol25 dataset).

Positions of all 14 atoms, in Å:
C  1.29241  -0.00314  -0.80490
N  1.27303  -0.20625  -2.03940
C  -0.06305  0.04241  -1.15861
C  -1.36575  -0.39256  -1.58193
O  -0.99862  1.01312  -1.43009
H  1.93699  0.15417  0.04932
H  -1.34332  -0.72974  -2.61515
H  -2.20673  -0.73029  -0.97545
C  0.87131  0.18476  1.97968
C  -0.38128  0.10103  1.54534
H  1.46836  -0.70399  2.17498
H  1.35892  1.14581  2.12821
H  -0.86833  -0.86106  1.40261
H  -0.97392  0.98572  1.32537

DFT total energy (eV): -8830.6874
LUMO energy (eV): 1.04
SMILES: C1=N[C@@]12CO2.C=C
Largest force on an atom (eV Å⁻¹): 1.32
Kohn-Sham gap (Ha): 0.3830

Record 6
# C5H7NO

A 2-piece molecular cluster, C5H7NO overall (ωB97M-V with the def2-TZVPD basis set, the OMol25 dataset).

Positions of all 14 atoms, in Å:
C  0.20675  -1.33658  1.04441
C  0.05726  0.04623  0.51702
C  -0.65530  1.09633  0.92669
C  -0.35694  2.20865  -0.02837
N  0.46497  1.91641  -0.96568
C  0.81111  0.53619  -0.71255
O  1.57964  -0.10606  -1.37530
H  -0.43885  -1.50696  1.90991
H  1.24605  -1.51951  1.33854
H  -0.03627  -2.07213  0.26987
H  -1.32260  1.16976  1.77770
H  -0.79012  3.20438  0.04815
H  -0.60354  -2.10267  -2.28244
H  -0.16216  -1.53404  -2.46795

DFT total energy (eV): -8834.1720
LUMO energy (eV): -0.98
SMILES: CC1=CC=NC1=O.[H][H]
Largest force on an atom (eV Å⁻¹): 0.62
Kohn-Sham gap (Ha): 0.3342

Record 7
# C5H7NO

A single C5H7NO molecule (ωB97M-V with the def2-TZVPD basis set, the OMol25 dataset).

Positions of all 14 atoms, in Å:
C  1.87769  0.50541  1.21067
C  0.77706  0.23231  0.22694
C  0.15481  1.27714  -0.36611
O  -1.01655  0.86446  -0.95902
C  -1.10701  -0.45480  -0.73435
N  -2.20177  -1.09103  -1.29180
C  -0.04418  -0.92154  -0.02075
H  1.28418  1.05063  1.96452
H  2.77789  1.06261  0.88680
H  2.27351  -0.35214  1.73542
H  0.56708  2.20335  -0.73343
H  -2.99726  -0.47670  -1.38808
H  -2.44265  -1.95368  -0.82404
H  0.09718  -1.94603  0.29323

DFT total energy (eV): -8835.0868
LUMO energy (eV): 0.99
SMILES: Cc1coc(N)c1
Largest force on an atom (eV Å⁻¹): 1.06
Kohn-Sham gap (Ha): 0.3134

Record 8
# C5H7NO

A single C5H7NO molecule (ωB97M-V with the def2-TZVPD basis set, the OMol25 dataset).

Positions of all 14 atoms, in Å:
C  -1.55327  0.15383  0.70660
N  -0.48939  0.14739  -0.31463
C  -0.03168  -1.10680  -0.72048
C  1.29217  -1.17648  -0.46355
C  1.76347  0.10025  0.06246
C  0.66308  0.88276  0.05532
O  0.29653  2.17891  -0.04644
H  -2.52407  -0.01220  0.23577
H  -1.57105  1.12045  1.22190
H  -1.35253  -0.63818  1.43689
H  -0.73967  -1.82613  -1.10520
H  1.91533  -2.02911  -0.67703
H  2.79453  0.37986  0.23554
H  -0.46346  1.82546  -0.62714

DFT total energy (eV): -8834.0481
LUMO energy (eV): 0.90
SMILES: Cn1cccc1O
Largest force on an atom (eV Å⁻¹): 2.65
Kohn-Sham gap (Ha): 0.3294

Record 9
# C5H7NO

A single C5H7NO molecule (ωB97M-V with the def2-TZVPD basis set, the OMol25 dataset).

Positions of all 14 atoms, in Å:
O  -1.28723  -0.98224  1.86495
C  -0.91089  -0.46382  0.85148
C  -0.93318  0.95204  0.40367
C  0.29757  1.36067  -0.35226
C  1.30822  0.48198  -0.57650
C  1.15855  -0.90234  -0.46383
N  -0.24986  -1.29984  -0.20243
H  -1.08967  1.56365  1.28915
H  -1.84031  1.06095  -0.21265
H  0.39491  2.40908  -0.56595
H  2.27411  0.84803  -0.92111
H  1.85364  -1.61261  -0.08304
H  -0.67415  -1.13652  -1.11449
H  -0.30171  -2.27902  0.08300

DFT total energy (eV): -8833.1128
LUMO energy (eV): 0.47
Largest force on an atom (eV Å⁻¹): 0.70
Kohn-Sham gap (Ha): 0.2494

Record 10
# C5H7NO

A single C5H7NO molecule (ωB97M-V with the def2-TZVPD basis set, the OMol25 dataset).

Positions of all 14 atoms, in Å:
C  -1.89518  0.42835  -0.24959
C  -0.95471  0.00187  0.58608
C  0.69324  0.48970  0.51123
C  0.88416  1.39245  -0.58160
N  1.00573  2.08843  -1.48815
C  1.27449  -0.88240  0.23988
O  0.11016  -1.61261  -0.32710
H  -1.67008  0.71644  -1.26727
H  -2.91272  0.54611  0.08998
H  -1.19260  -0.31814  1.59127
H  1.01780  0.91244  1.46159
H  2.12435  -0.89680  -0.44899
H  1.49680  -1.41952  1.16143
H  0.01857  -1.44630  -1.27878

DFT total energy (eV): -8833.1863
LUMO energy (eV): 0.77
SMILES: C=C[C@H](C#N)CO
Largest force on an atom (eV Å⁻¹): 3.78
Kohn-Sham gap (Ha): 0.3636

Record 11
# C5H7NO

C5H7NO as an isolated structure (ωB97M-V with the def2-TZVPD basis set, the OMol25 dataset).

Positions of all 14 atoms, in Å:
C  2.12439  0.45234  0.63783
N  1.55611  -0.72057  0.55079
C  0.27427  -0.75384  0.21127
O  -0.50942  -1.84796  0.29649
C  -1.48646  -1.07309  -0.47499
C  -1.88103  0.20567  0.18836
C  -0.56111  0.10935  -0.55484
H  1.60331  1.34756  0.97700
H  3.21305  0.50756  0.60128
H  1.54032  1.25250  -0.97545
H  -2.02485  -1.61369  -1.24644
H  -1.89811  0.26508  1.27601
H  -2.68374  0.75110  -0.30434
H  0.73327  1.11800  -1.18296

DFT total energy (eV): -8829.3110
LUMO energy (spin up / spin down) (eV): -0.22 / -0.22
Largest force on an atom (eV Å⁻¹): 0.49
Kohn-Sham gap (spin up / spin down) (Ha): 0.2963 / 0.2962

Record 12
# C5H7NO

C5H7NO as an isolated structure (ωB97M-V with the def2-TZVPD basis set, the OMol25 dataset).

Positions of all 14 atoms, in Å:
C  1.80470  -0.39476  -0.28453
C  0.44094  0.12873  0.05614
N  0.37418  1.09754  1.17871
C  -0.45537  -0.07164  1.24608
C  -1.67560  0.05138  0.34431
C  -0.85302  0.03121  -0.71634
O  -1.04010  -0.17370  -2.03141
H  1.74870  -1.27929  -0.92082
H  2.37136  -0.63840  0.61868
H  2.38333  0.36622  -0.82057
H  -0.21672  1.89802  0.97131
H  -0.28676  -0.87811  1.95136
H  -2.67633  0.43795  0.49562
H  -1.91931  -0.57514  -2.08853

DFT total energy (eV): -8832.6818
LUMO energy (eV): 0.75
Largest force on an atom (eV Å⁻¹): 0.48
Kohn-Sham gap (Ha): 0.3268